Molecular formula: C3H6O2S2
Method: DFT, ωB97M-V/def2-TZVPD

Last column: natural (NBO) charge in e.
Element x y z (Å)
C  -0.562  -0.084  -0.366  -0.18
C  0.718  -0.293  1.760  -0.60
C  -0.651  -0.547  1.022  -0.50
O  0.535  2.229  -2.896  -0.90
O  0.851  -0.231  -2.679  -0.92
S  -1.727  0.632  -1.262  0.16
S  -0.026  0.874  -3.083  1.55
H  0.427  -0.313  -0.880  0.25
H  1.255  -1.202  1.633  0.22
H  0.429  -0.030  2.817  0.22
H  1.087  0.633  1.332  0.22
H  -1.441  -0.119  1.609  0.22
H  -0.894  -1.548  0.993  0.24

The highest occupied orbital energy is -9.322 eV. The orbital gap comes out at 8.3 eV.

---

Molecular formula: C3H4O2S
Method: DFT, ωB97M-V/def2-TZVPD

Last column: natural (NBO) charge in e.
Element x y z (Å)
O  0.341  -1.901  0.054  -0.56
C  0.664  -0.761  -0.091  0.80
O  1.986  -0.410  0.051  -0.73
C  -0.165  0.497  -0.354  -0.59
C  -1.479  0.631  0.444  -0.29
S  -2.833  -0.043  -0.063  0.13
H  2.685  -1.056  0.150  0.51
H  -0.213  0.307  -1.481  0.27
H  0.359  1.415  -0.035  0.25
H  -1.346  1.321  1.325  0.20

The SMILES is O=C(O)CC=S. The highest occupied orbital energy is -8.988 eV. The orbital gap comes out at 8.5 eV.